1.
C22H34MoNO3Sb2 | wB97M-V/def2-TZVPD

Results
energy: -1686.8209 a.u.
charge: +3
relative energy (zero: lowest compared OMol25 entry of this formula, charge and spin): 17.6 kcal/mol
lowest unoccupied orbital energy (spin up / spin down): -11.2874 / -11.1542 eV
multiplicity: 3

Cartesian coordinates (Å):
Mo: -1.158 -0.877 0.244
C: 3.095 -1.848 -0.132
Sb: 1.593 -0.386 -0.413
C: 1.670 -0.077 -2.501
C: 2.469 1.367 0.457
C: 2.653 2.390 -0.628
C: 3.855 2.441 -1.326
C: 4.013 3.307 -2.401
C: 2.964 4.130 -2.784
C: 1.771 4.107 -2.075
C: 1.603 3.243 -0.996
C: 0.338 3.319 -0.193
Sb: -1.208 1.882 -0.521
C: -1.736 2.071 -2.553
C: -2.817 2.777 0.507
H: 4.014 -1.346 -0.437
H: 2.920 -2.705 -0.776
H: 3.179 -2.158 0.907
H: 2.612 0.430 -2.706
H: 0.850 0.543 -2.852
H: 1.640 -1.044 -3.001
H: 3.418 1.029 0.874
H: 1.845 1.706 1.282
H: 4.684 1.812 -1.019
H: 4.958 3.344 -2.925
H: 3.081 4.813 -3.615
H: 0.981 4.798 -2.344
H: -0.221 4.225 -0.443
H: 0.503 3.343 0.885
H: -2.230 3.040 -2.634
H: -2.427 1.291 -2.864
H: -0.842 2.065 -3.172
H: -2.804 3.824 0.202
H: -2.680 2.729 1.586
H: -3.763 2.326 0.217
O: -4.715 0.087 1.792
C: -3.565 -0.133 1.664
O: -2.980 -0.340 0.407
C: -2.515 -0.142 2.722
C: -2.788 0.087 4.051
C: -1.728 0.054 4.953
C: -0.446 -0.210 4.491
C: -0.243 -0.441 3.142
N: -1.266 -0.404 2.270
H: -3.808 0.284 4.356
H: -1.903 0.232 6.007
H: 0.398 -0.240 5.167
H: 0.738 -0.661 2.741
C: -2.924 -3.905 -0.076
C: -1.852 -3.339 -0.962
O: -0.680 -2.832 -0.179
C: 0.256 -3.895 0.346
C: 0.829 -4.735 -0.758
H: -3.752 -4.225 -0.711
H: -3.325 -3.173 0.627
H: -2.579 -4.781 0.471
H: -2.186 -2.479 -1.567
H: -1.453 -4.057 -1.674
H: -0.337 -4.458 1.064
H: 1.001 -3.309 0.879
H: 0.120 -5.458 -1.156
H: 1.661 -5.308 -0.344
H: 1.222 -4.129 -1.576

Results of the Mulliken charge analysis, in e, for atoms 1 through 4:
1. Mo 0.337
2. C -1.397
3. Sb 0.892
4. C -1.039

***

2.
C22H34N6 | wB97M-V/def2-TZVPD

Results
energy: -1187.2156 a.u.
charge: 0
SMILES: CCC[C@@H](c1nnnn1CCc1ccccc1)N1CCN(C2CCCC2)CC1
relative energy (zero: lowest compared OMol25 entry of this formula, charge and spin): 3.6 kcal/mol
lowest unoccupied orbital energy: 0.6821 eV

Cartesian coordinates (Å):
C: -4.394 -0.533 -2.734
C: -4.134 -1.755 -1.859
C: -2.671 -1.906 -1.443
H: -2.038 -1.857 -2.332
H: -2.540 -2.883 -0.976
C: -2.205 -0.824 -0.454
C: -2.802 -1.050 0.894
N: -3.691 -1.953 1.242
N: -3.926 -1.777 2.535
N: -3.236 -0.823 3.002
N: -2.504 -0.324 2.003
C: -1.593 0.768 2.172
H: -1.366 0.825 3.238
C: -2.179 2.097 1.650
C: -1.153 2.858 0.857
C: 0.068 3.190 1.432
C: 1.037 3.850 0.699
C: 0.798 4.191 -0.622
C: -0.419 3.876 -1.200
C: -1.386 3.212 -0.464
H: -2.335 2.972 -0.923
H: -0.615 4.144 -2.228
H: 1.555 4.704 -1.195
H: 1.983 4.099 1.158
H: 0.260 2.928 2.463
H: -2.527 2.701 2.490
H: -3.044 1.887 1.019
H: -0.690 0.523 1.605
N: -0.762 -0.689 -0.297
C: -0.061 -1.903 0.077
C: 1.353 -1.529 0.519
N: 2.044 -0.903 -0.591
C: 1.338 0.300 -0.981
C: -0.082 -0.061 -1.411
H: -0.617 0.850 -1.689
H: -0.023 -0.725 -2.288
H: 1.858 0.764 -1.821
H: 1.282 1.038 -0.160
C: 3.478 -0.718 -0.437
C: 4.233 -2.064 -0.491
C: 5.229 -2.039 0.670
H: 5.450 -3.037 1.047
C: 4.558 -1.151 1.715
H: 5.263 -0.773 2.455
H: 3.780 -1.709 2.237
C: 3.943 -0.036 0.874
H: 3.122 0.471 1.381
H: 4.703 0.711 0.644
H: 6.165 -1.580 0.349
H: 4.732 -2.197 -1.449
H: 3.527 -2.884 -0.375
H: 3.778 -0.100 -1.289
H: 1.883 -2.431 0.821
H: 1.279 -0.858 1.393
H: -0.593 -2.386 0.900
H: 0.009 -2.612 -0.763
H: -2.554 0.155 -0.809
H: -4.418 -2.649 -2.418
H: -4.755 -1.716 -0.964
H: -5.425 -0.533 -3.078
H: -3.743 -0.542 -3.607
H: -4.225 0.394 -2.191

Results of the Mulliken charge analysis, in e, for atoms 1 through 4:
1. C -1.120
2. C -0.584
3. C -1.172
4. H 0.419

***

3.
C22H35BrClINO11 | wB97M-V/def2-TZVPD

Results
energy: -5073.4209 a.u.
charge: +1
lowest unoccupied orbital energy: -2.8279 eV

Cartesian coordinates (Å):
C: 2.190 1.156 0.288
C: 2.641 0.741 -1.103
C: 1.636 0.027 -2.016
Cl: 0.292 1.147 -2.394
C: 1.192 -1.423 -1.667
C: 2.114 -2.130 -0.659
C: 2.053 -3.639 -0.938
C: 0.621 -4.153 -1.147
O: 0.310 -4.589 -2.427
N: -0.358 -3.103 -0.661
C: -0.264 -1.690 -1.261
Br: -0.838 -0.610 0.265
C: -1.265 -1.647 -2.432
C: -2.678 -1.272 -2.036
O: -3.366 -2.086 -1.476
I: -3.458 0.637 -2.521
H: 1.305 1.791 0.250
H: 1.983 0.310 0.944
H: 2.986 1.725 0.771
H: 2.887 1.651 -1.658
H: 3.567 0.165 -1.073
H: 2.157 -0.080 -2.968
H: 1.321 -1.986 -2.602
H: 3.148 -1.834 -0.805
H: 1.797 -1.908 0.361
H: 2.559 -3.815 -1.890
H: 2.556 -4.209 -0.161
H: 0.444 -5.018 -0.506
H: 0.432 -3.898 -3.088
H: -1.325 -3.427 -0.771
H: -0.202 -3.009 0.346
H: -1.389 -2.669 -2.804
H: -0.862 -1.050 -3.244
C: 0.007 2.183 3.515
C: 0.041 0.740 3.948
C: 0.464 0.499 5.384
O: 1.104 -0.785 5.309
C: 1.556 -0.955 4.052
O: 2.281 -1.826 3.691
O: 1.059 0.002 3.236
H: 1.018 2.557 3.354
H: -0.541 2.301 2.580
H: -0.486 2.801 4.265
H: -0.918 0.253 3.744
H: -0.368 0.451 6.082
H: 1.189 1.237 5.733
C: 1.958 3.052 -7.082
C: 2.269 1.577 -7.150
C: 1.060 0.666 -7.247
O: 1.502 -0.514 -6.558
C: 2.474 -0.153 -5.695
O: 2.897 -0.854 -4.826
O: 2.866 1.112 -5.917
H: 1.572 3.311 -6.096
H: 2.850 3.650 -7.260
H: 1.216 3.317 -7.835
H: 2.978 1.363 -7.952
H: 0.783 0.416 -8.267
H: 0.193 1.074 -6.721
C: -5.111 0.799 6.870
C: -4.767 1.833 5.825
C: -3.879 1.340 4.697
O: -3.137 2.514 4.346
C: -3.097 3.325 5.438
O: -2.391 4.272 5.533
O: -3.948 2.880 6.383
H: -4.251 0.610 7.511
H: -5.930 1.137 7.501
H: -5.412 -0.136 6.395
H: -5.670 2.300 5.427
H: -4.434 0.982 3.833
H: -3.184 0.564 5.034

Results of the Mulliken charge analysis, in e, for atoms 1 through 4:
1. C -0.930
2. C -1.076
3. C 0.618
4. Cl -0.083

***

4.
C22H35BrNO2SSiTi | wB97M-V/def2-TZVPD

Results
energy: -5175.1459 a.u.
charge: +2
lowest unoccupied orbital energy (spin up / spin down): -6.4194 / -6.0130 eV
multiplicity: 2

Cartesian coordinates (Å):
Ti: 11.102 15.372 6.849
O: 16.485 18.588 7.565
C: 15.411 17.843 7.595
C: 15.439 16.438 7.619
C: 14.255 15.740 7.550
N: 13.057 16.325 7.444
C: 13.061 17.671 7.512
Br: 11.327 18.318 7.485
C: 14.161 18.486 7.563
H: 17.328 18.085 7.570
H: 16.379 15.894 7.671
H: 14.217 14.659 7.505
H: 14.089 19.556 7.592
C: 8.032 17.775 7.825
Si: 8.631 15.955 7.626
C: 7.968 14.954 9.078
C: 8.774 15.248 10.382
C: 6.513 15.423 9.352
C: 8.053 13.451 8.816
C: 8.180 15.425 5.850
C: 6.672 15.594 5.598
C: 8.886 16.332 4.827
C: 8.641 14.009 5.564
H: 6.961 17.907 7.771
H: 8.468 18.439 7.059
H: 8.343 18.206 8.784
H: 8.731 16.289 10.691
H: 9.848 14.996 10.288
H: 8.344 14.658 11.174
H: 6.504 16.430 9.762
H: 6.070 14.720 10.034
H: 5.859 15.428 8.453
H: 9.092 13.136 8.604
H: 7.424 13.085 8.029
H: 7.776 12.943 9.737
H: 6.407 16.643 5.531
H: 6.067 15.119 6.357
H: 6.445 15.129 4.637
H: 8.555 17.344 4.941
H: 8.638 15.992 3.818
H: 10.019 16.297 4.906
H: 8.149 13.249 6.188
H: 9.721 13.863 5.735
H: 8.445 13.738 4.533
C: 10.962 6.781 6.765
C: 11.372 8.229 6.954
C: 12.697 8.653 7.102
C: 13.024 9.988 7.343
C: 12.003 10.913 7.477
C: 10.681 10.516 7.364
C: 10.376 9.208 7.069
S: 12.585 12.451 8.071
C: 11.973 12.352 9.805
O: 11.727 13.629 7.483
H: 11.752 6.171 6.337
H: 10.096 6.687 6.110
H: 10.658 6.404 7.727
H: 13.507 7.920 7.028
H: 14.074 10.313 7.382
H: 9.869 11.259 7.477
H: 9.334 8.918 6.941
H: 10.932 12.034 9.811
H: 12.036 13.350 10.244
H: 12.618 11.633 10.351

Results of the Mulliken charge analysis, in e, for atoms 1 through 4:
1. Ti 0.658
2. O -0.480
3. C 0.891
4. C -0.683